Record 1
Formula: C56H68BrN11O2P2V
Source: the OMol25 dataset
Level of theory: ωB97M-V with the def2-TZVPD basis set

```
141
Properties=species:S:1:pos:R:3:forces:R:3
V 0.775 -0.913 -0.152 -2.16 2.44 0.47
O -0.535 -0.076 1.763 0.85 -0.50 -0.48
P -1.844 0.473 2.271 -0.74 0.66 0.21
C -2.651 1.470 0.968 0.19 -0.54 -0.08
P -2.663 0.581 -0.632 -0.78 0.79 0.01
O -1.402 -0.224 -0.823 1.13 -0.58 0.11
C -4.171 -0.411 -0.607 0.25 0.11 -0.03
C -4.166 -1.796 -0.487 0.13 0.03 0.00
C -5.362 -2.487 -0.374 -0.02 -0.07 0.01
C -6.566 -1.797 -0.379 0.03 0.00 0.00
C -6.577 -0.415 -0.529 -0.05 0.03 0.05
C -5.384 0.278 -0.646 0.03 -0.04 0.03
C -2.914 1.819 -1.911 0.09 -0.25 0.16
C -2.755 1.378 -3.226 0.02 -0.02 0.05
C -3.049 2.224 -4.280 0.06 -0.11 -0.02
C -3.502 3.513 -4.024 0.00 0.05 0.06
C -3.642 3.959 -2.719 -0.07 0.05 -0.06
C -3.356 3.113 -1.659 0.00 -0.08 0.10
C -3.049 -0.783 2.784 0.34 0.10 -0.06
C -4.425 -0.563 2.757 -0.04 0.05 -0.04
C -5.292 -1.515 3.265 -0.07 0.02 0.03
C -4.799 -2.691 3.815 0.04 -0.01 -0.06
C -3.429 -2.907 3.867 0.03 0.01 0.07
C -2.560 -1.951 3.365 0.08 0.02 -0.04
C -1.652 1.558 3.692 0.10 -0.13 -0.26
C -2.744 2.302 4.139 -0.02 -0.02 -0.03
C -2.634 3.064 5.289 -0.03 0.02 0.00
C -1.441 3.079 6.002 0.02 -0.03 -0.05
C -0.351 2.350 5.551 0.03 0.01 0.05
C -0.452 1.592 4.394 0.05 -0.06 -0.07
H -2.066 2.381 0.853 0.06 -0.02 0.05
H -3.665 1.746 1.255 -0.03 0.02 -0.03
H -3.224 -2.330 -0.482 -0.06 -0.01 -0.05
H -5.360 -3.565 -0.285 0.00 -0.01 0.01
H -7.497 -2.336 -0.274 -0.01 0.00 -0.04
H -7.516 0.120 -0.558 0.00 0.00 -0.01
H -5.394 1.354 -0.775 -0.05 0.00 -0.02
H -2.410 0.365 -3.403 -0.02 0.01 -0.12
H -2.939 1.880 -5.299 0.00 0.00 -0.01
H -3.753 4.169 -4.846 0.03 0.02 -0.01
H -3.984 4.966 -2.525 0.00 0.00 0.01
H -3.486 3.468 -0.644 0.02 0.04 -0.01
H -4.847 0.348 2.354 0.03 0.00 -0.06
H -6.357 -1.332 3.244 -0.01 -0.01 -0.01
H -5.481 -3.433 4.209 -0.01 0.01 0.03
H -3.042 -3.810 4.322 0.01 0.01 0.01
H -1.487 -2.099 3.423 -0.03 -0.06 0.04
H -3.683 2.282 3.599 -0.04 0.01 0.05
H -3.480 3.643 5.634 -0.01 0.00 0.01
H -1.364 3.660 6.910 0.01 0.02 -0.01
H 0.577 2.365 6.106 0.01 0.02 0.00
H 0.399 1.027 4.035 -0.01 0.01 0.03
C 3.596 -2.153 -3.608 0.21 0.08 0.09
N 2.177 -2.420 -3.776 0.01 -0.11 0.19
C 1.829 -2.902 -5.109 -0.01 0.00 -0.17
C 1.242 -2.202 -2.841 0.16 -0.34 0.01
N 1.344 -1.190 -1.930 0.03 -0.29 -0.96
C 2.096 -0.044 -2.336 0.23 0.56 -0.37
C 1.886 0.480 -3.591 -0.11 -0.07 0.28
C 2.752 1.438 -4.137 0.11 0.09 -0.06
C 3.823 1.872 -3.412 -0.10 -0.05 -0.06
C 3.985 1.477 -2.063 -0.14 0.04 0.08
C 4.988 2.088 -1.278 0.02 0.04 0.13
C 5.021 1.892 0.071 0.10 0.08 -0.08
C 4.139 0.982 0.665 -0.33 -0.16 -0.02
C 3.257 0.234 -0.083 0.63 0.46 -0.17
N 2.545 -0.838 0.541 0.69 0.06 0.59
C 3.239 -1.602 1.435 -0.02 -0.30 0.02
N 4.563 -1.789 1.382 -0.17 -0.09 -0.12
C 5.357 -1.804 0.164 0.01 0.00 -0.23
C 5.356 -1.925 2.601 0.15 -0.07 0.13
N 2.555 -2.257 2.400 0.12 0.23 0.14
C 1.586 -1.583 3.255 0.00 0.14 -0.01
C 3.005 -3.542 2.918 0.04 -0.18 0.12
C 3.092 0.534 -1.477 0.03 -0.42 0.01
N 0.211 -3.072 -2.786 -0.16 0.18 -0.16
C 0.350 -4.460 -3.213 0.03 -0.16 -0.04
C -1.180 -2.646 -2.683 -0.04 0.18 0.01
H 4.152 -3.068 -3.822 -0.04 -0.01 -0.04
H 3.820 -1.849 -2.592 -0.07 0.01 0.01
H 3.935 -1.374 -4.293 -0.05 0.03 0.01
H 2.326 -2.261 -5.839 -0.01 0.03 0.04
H 0.758 -2.833 -5.277 0.00 -0.03 0.03
H 2.166 -3.925 -5.279 -0.02 0.00 0.03
H 1.068 0.102 -4.193 0.00 -0.04 0.01
H 2.577 1.807 -5.138 0.03 -0.01 -0.02
H 4.534 2.567 -3.840 -0.02 0.05 0.03
H 5.689 2.760 -1.755 -0.04 0.06 -0.02
H 5.729 2.426 0.691 0.03 -0.01 -0.02
H 4.184 0.828 1.736 0.01 -0.03 0.02
H 4.733 -1.677 -0.714 -0.05 0.03 0.04
H 5.867 -2.767 0.090 0.02 0.02 0.05
H 6.105 -1.011 0.177 -0.04 0.03 0.02
H 4.816 -1.536 3.460 -0.04 -0.05 -0.02
H 6.264 -1.333 2.480 -0.04 0.05 -0.04
H 5.657 -2.956 2.786 -0.02 0.00 0.00
H 1.251 -0.660 2.794 -0.01 -0.07 0.04
H 2.043 -1.357 4.222 0.00 -0.07 0.01
H 0.728 -2.234 3.429 -0.01 0.03 -0.07
H 3.603 -4.071 2.181 0.02 0.06 -0.01
H 2.118 -4.139 3.136 -0.02 0.01 -0.03
H 3.574 -3.459 3.846 -0.02 0.07 -0.01
H 1.394 -4.751 -3.270 0.00 0.04 0.00
H -0.136 -4.647 -4.172 0.04 0.03 -0.02
H -0.141 -5.092 -2.471 -0.01 0.05 0.02
H -1.263 -1.690 -2.177 0.01 -0.05 -0.02
H -1.751 -3.400 -2.140 0.03 0.01 0.04
H -1.613 -2.553 -3.684 0.00 -0.09 0.01
Br 2.722 -3.926 -0.614 -0.04 -0.08 0.03
C 0.994 -3.912 0.146 0.07 0.26 -0.12
C 0.511 -5.146 0.532 0.02 -0.05 0.04
C -0.778 -5.241 1.031 -0.04 0.21 -0.09
C -1.534 -4.083 1.086 -0.07 -0.23 0.10
C -0.971 -2.886 0.703 -0.04 0.02 0.03
N 0.294 -2.756 0.244 -0.46 -2.62 0.51
H 1.139 -6.020 0.435 0.03 0.02 -0.02
H -1.181 -6.192 1.347 0.00 -0.03 -0.01
H -2.552 -4.103 1.447 -0.04 0.10 0.00
H -1.543 -1.974 0.756 0.08 0.01 0.03
C 0.186 3.071 -1.125 0.10 0.25 0.10
N 1.471 3.022 -0.414 0.03 -0.06 0.05
C 1.222 3.398 0.990 -0.03 0.11 -0.21
N 0.618 4.719 1.108 -0.09 0.16 0.55
C -0.639 4.743 0.371 0.22 -0.12 -0.13
N -0.454 4.380 -1.037 -0.37 0.07 -0.17
C 0.453 5.377 -1.626 0.03 -0.20 0.22
N 1.722 5.393 -0.908 0.44 0.44 -0.28
C 2.331 4.081 -0.997 -0.19 -0.04 0.09
C 1.507 5.717 0.500 -0.16 -0.31 -0.17
H -0.477 2.313 -0.697 0.03 0.00 0.00
H 0.353 2.830 -2.179 -0.03 -0.03 0.00
H 2.175 3.395 1.525 -0.02 -0.03 0.02
H 0.557 2.653 1.443 0.02 0.02 0.02
H -1.061 5.748 0.420 -0.05 -0.03 0.04
H -1.336 4.050 0.846 -0.04 0.04 0.03
H -0.012 6.362 -1.573 0.00 0.00 -0.02
H 0.635 5.118 -2.671 -0.01 0.06 0.00
H 3.277 4.096 -0.458 0.06 -0.03 -0.01
H 2.509 3.845 -2.046 0.05 -0.02 -0.04
H 1.048 6.702 0.587 0.04 0.01 0.01
H 2.464 5.716 1.023 -0.01 0.04 -0.01
```
Forces are in eV/Å.

Results
- charge = +3
- orbital gap (alpha / beta) (eV) = 5.92 / 6.24
- HOMO energy (alpha / beta) (Ha) = -0.5170 / -0.5170
- LUMO energy (alpha / beta) (eV) = -8.148 / -7.833
- 2S+1 = 3
- <S²> = 2.017

Record 2
Formula: C5H9N2OS2
Source: the OMol25 dataset
Level of theory: ωB97M-V with the def2-TZVPD basis set

```
19
Properties=species:S:1:pos:R:3:forces:R:3
C 1.207 -1.042 -0.167 -1.71 2.52 -0.98
C -2.180 -1.508 0.524 -0.75 2.00 -1.67
C 0.756 0.557 -0.347 0.24 -2.39 1.12
C -1.115 -1.446 -0.280 0.69 -0.16 -1.03
C -0.247 1.077 0.560 -2.08 0.42 -2.14
N 0.210 -1.907 -0.179 -0.93 -2.13 1.65
N 2.016 1.305 -0.149 4.08 1.56 -1.03
O 2.355 -1.275 -0.251 3.51 -0.59 0.36
S -3.336 -0.339 -0.130 0.35 -0.06 0.69
S -1.614 1.546 -0.288 -0.87 -0.85 -0.05
H -2.328 -1.884 1.505 0.29 -0.47 0.60
H 0.318 0.583 -1.334 0.75 0.30 -0.77
H -1.184 -1.031 -1.289 -0.87 0.14 0.40
H 0.011 1.455 1.480 0.09 0.26 2.32
H 0.344 -2.912 0.041 0.42 1.09 -0.24
H 2.963 0.693 -0.333 -2.79 1.06 -0.26
H 2.210 1.544 0.842 -0.81 -0.21 -0.35
H 2.068 2.287 -0.651 -0.16 -2.59 0.87
H -2.455 2.296 0.446 0.55 0.09 0.52
```
Forces are in eV/Å.

Results
- charge = +1
- orbital gap (alpha / beta) (eV) = 7.39 / 7.39
- HOMO energy (alpha / beta) (Ha) = -0.4351 / -0.4351
- LUMO energy (alpha / beta) (eV) = -4.454 / -4.455
- ΔE to the lowest compared entry with this formula, charge and spin (kJ/mol) = 203.48
- 2S+1 = 1

Record 3
Formula: C17H17AuBrClN3S2
Source: the OMol25 dataset
Level of theory: ωB97M-V with the def2-TZVPD basis set

```
42
Properties=species:S:1:pos:R:3:forces:R:3
Au 0.307 -0.264 -0.189 0.85 -1.28 1.28
Br 0.464 -0.639 2.462 0.01 0.05 -0.84
C -0.974 -1.904 2.488 -0.18 -0.15 0.25
C -1.349 -2.373 3.709 0.03 0.01 0.06
C -2.357 -3.360 3.778 0.04 0.03 -0.02
C -2.906 -3.842 2.628 0.04 0.05 -0.06
C -2.507 -3.349 1.359 -0.16 -0.18 0.13
C -3.070 -3.879 0.174 -0.06 -0.03 0.02
C -2.699 -3.391 -1.040 0.09 0.05 -0.08
C -1.756 -2.339 -1.125 -0.13 -0.06 0.13
C -1.170 -1.788 -0.013 -0.31 0.53 -0.48
C -1.536 -2.321 1.263 0.17 0.18 -0.22
H -0.878 -2.008 4.612 0.00 -0.04 -0.01
H -2.665 -3.737 4.744 0.00 0.01 -0.01
H -3.665 -4.615 2.663 0.03 0.00 0.01
H -3.789 -4.685 0.257 -0.02 0.04 -0.01
H -3.129 -3.798 -1.948 0.02 -0.01 0.02
H -1.504 -1.964 -2.111 -0.02 -0.01 0.03
S 0.317 0.007 -2.486 -0.05 -0.01 -0.30
C -0.186 1.691 -2.580 0.06 -0.20 0.01
N -1.509 1.931 -2.711 0.00 -0.16 0.07
C -2.055 3.151 -2.740 0.05 0.26 -0.04
C -1.241 4.258 -2.670 -0.13 -0.12 -0.01
C 0.132 4.064 -2.604 0.07 -0.04 -0.05
C 0.661 2.783 -2.566 0.11 0.08 -0.08
H -2.109 1.115 -2.723 -0.06 -0.07 0.02
H -3.131 3.197 -2.825 0.00 0.01 0.03
H -1.675 5.247 -2.673 0.00 -0.02 -0.04
H 0.797 4.918 -2.586 0.01 -0.02 0.04
H 1.723 2.608 -2.517 -0.01 0.05 0.02
Cl 2.520 2.181 0.065 0.21 -0.17 0.13
C 2.316 0.411 -0.175 -0.82 0.91 -0.17
H 2.755 -0.097 0.677 0.17 0.00 -0.09
H 2.767 0.142 -1.122 0.20 0.02 0.10
N -0.177 2.826 2.506 0.08 0.00 0.12
C -1.254 2.220 2.003 -0.01 0.13 -0.15
N -2.208 1.831 2.850 0.02 -0.02 0.13
S -1.409 1.969 0.336 -0.24 0.20 0.20
H -0.032 2.940 3.496 -0.01 0.00 -0.04
H 0.572 3.059 1.875 0.05 0.00 -0.04
H -2.156 1.995 3.843 0.00 0.00 -0.04
H -3.018 1.373 2.476 -0.08 -0.04 -0.04
```
Forces are in eV/Å.

Results
- charge = +1
- orbital gap (eV) = 6.16
- HOMO energy (Ha) = -0.3883
- LUMO energy (eV) = -4.409
- ΔE to the lowest compared entry with this formula, charge and spin (kJ/mol) = 0.00
- 2S+1 = 1

Record 4
Formula: C32H34MoN2S2Si
Source: the OMol25 dataset
Level of theory: ωB97M-V with the def2-TZVPD basis set

```
72
Properties=species:S:1:pos:R:3:forces:R:3
Mo 0.204 -0.818 -1.482 -0.04 -0.01 0.09
C -0.648 0.976 -2.022 -0.07 -0.02 0.00
Si -1.237 1.386 -0.257 0.05 0.10 0.01
C -0.689 -0.140 0.864 0.06 -0.08 -0.06
N 0.635 -0.788 0.612 0.04 0.03 -0.05
C 0.808 -2.069 1.400 -0.04 0.00 -0.03
C 1.895 -1.969 2.460 -0.02 -0.02 0.04
C 1.741 -0.686 3.271 0.02 0.01 -0.02
C 1.848 0.552 2.357 0.02 0.02 0.03
C 1.766 0.164 0.888 -0.04 -0.04 -0.01
C -0.399 2.892 0.425 0.06 0.00 -0.03
C -0.900 3.437 1.612 -0.02 -0.02 -0.01
C -0.287 4.531 2.205 0.00 0.01 0.00
C 0.834 5.099 1.617 0.01 0.00 0.00
C 1.340 4.578 0.434 -0.01 -0.01 0.00
C 0.725 3.484 -0.155 0.00 0.00 0.00
C -3.080 1.357 -0.114 -0.04 -0.02 -0.02
C -3.705 0.962 1.073 -0.01 0.01 -0.02
C -5.089 0.938 1.175 0.03 -0.01 0.01
C -5.868 1.304 0.086 -0.03 0.00 0.00
C -5.265 1.707 -1.098 0.01 0.00 -0.01
C -3.881 1.736 -1.196 0.00 0.01 0.04
H 0.008 1.747 -2.423 -0.01 0.00 -0.02
H -1.512 0.867 -2.681 0.02 0.02 -0.01
H -1.453 -0.922 0.829 0.00 0.01 0.01
H -0.703 0.278 1.877 -0.03 0.00 -0.01
H 1.004 -2.888 0.707 0.03 0.02 -0.01
H -0.153 -2.273 1.873 0.01 -0.01 0.00
H 2.887 -2.025 2.005 0.00 0.00 -0.01
H 1.803 -2.847 3.100 0.01 0.01 0.01
H 2.498 -0.650 4.052 -0.01 0.02 0.01
H 0.776 -0.701 3.783 -0.01 -0.01 -0.02
H 2.801 1.064 2.495 0.02 -0.03 0.00
H 1.083 1.293 2.596 0.01 0.01 -0.01
H 2.676 -0.339 0.566 0.02 0.01 0.00
H 1.630 1.048 0.265 0.00 -0.01 0.01
H -1.792 3.022 2.071 0.00 0.00 0.01
H -0.691 4.948 3.118 0.00 0.00 0.00
H 1.308 5.958 2.075 0.00 0.00 0.00
H 2.203 5.034 -0.033 0.00 0.00 0.00
H 1.132 3.102 -1.087 0.00 0.00 0.00
H -3.117 0.668 1.937 0.00 0.00 0.01
H -5.558 0.639 2.103 0.00 0.00 0.00
H -6.947 1.286 0.164 0.00 0.00 0.00
H -5.873 2.008 -1.941 0.00 0.00 0.00
H -3.431 2.069 -2.125 0.01 0.00 0.00
S -0.066 -2.548 -2.915 0.06 0.13 -0.03
C -1.422 -2.634 -1.769 -0.08 -0.10 0.14
C -1.389 -3.562 -0.708 0.02 0.00 -0.02
C -2.419 -3.598 0.209 0.02 0.01 0.00
C -3.487 -2.704 0.101 -0.02 0.01 -0.01
C -3.534 -1.786 -0.934 -0.03 -0.03 0.02
C -2.515 -1.755 -1.880 0.12 0.08 -0.04
H -0.566 -4.262 -0.643 0.00 -0.01 -0.01
H -2.402 -4.329 1.007 -0.01 0.00 0.00
H -4.292 -2.740 0.823 0.00 0.00 0.00
H -4.368 -1.102 -1.023 0.00 -0.01 0.00
H -2.583 -1.093 -2.733 -0.02 -0.03 -0.01
S 4.130 0.842 -3.389 0.02 -0.01 -0.02
C 2.510 0.728 -2.933 -0.04 0.04 0.02
N 2.175 -0.309 -2.201 -0.05 -0.09 0.04
C 3.291 -1.136 -1.985 -0.03 0.04 0.00
C 3.314 -2.345 -1.288 0.00 0.01 -0.01
C 4.513 -3.013 -1.173 0.00 0.00 0.00
C 5.688 -2.498 -1.741 0.00 0.00 0.00
C 5.677 -1.314 -2.443 -0.02 0.00 0.01
C 4.461 -0.640 -2.559 0.05 -0.01 0.01
H 1.801 1.478 -3.247 0.00 -0.01 0.00
H 2.409 -2.771 -0.877 0.00 -0.01 0.00
H 4.550 -3.957 -0.646 0.00 0.00 0.00
H 6.614 -3.046 -1.636 0.00 0.00 0.00
H 6.579 -0.922 -2.892 0.00 0.00 0.00
```
Forces are in eV/Å.

Results
- charge = +2
- orbital gap (alpha / beta) (eV) = 7.48 / 7.44
- HOMO energy (alpha / beta) (Ha) = -0.5267 / -0.5269
- LUMO energy (alpha / beta) (eV) = -6.851 / -6.892
- ΔE to the lowest compared entry with this formula, charge and spin (kJ/mol) = 3.65
- 2S+1 = 3
- <S²> = 2.028